97
Properties=species:S:1:pos:R:3:forces:R:3:lowdin_charge:R:1 method="wB97M-V/def2-TZVPD" molar_mass_g_mol=978.1 total_charge=-1 energy_ha=-2955.33693 e_homo_ev=-4.57 gap_ev=6.7 e_lumo_ev=2.1
Ba -0.13572 0.54576 0.54096 -0.06 -0.38 -0.31 1.501
C -4.25103 2.87393 -0.97146 -0.01 0.07 0.04 -0.126
C -5.36438 2.07239 -0.76083 -0.01 -0.02 0.01 -0.123
C -5.17689 0.73350 -0.45796 0.08 0.04 -0.05 -0.078
C -3.88291 0.19837 -0.38934 0.06 -0.12 0.12 -0.252
C -2.71980 0.97100 -0.58672 -0.04 0.14 -0.15 -0.253
C -2.97710 2.32683 -0.86427 -0.01 -0.09 -0.13 -0.189
C -3.74038 -1.24451 -0.02566 -0.01 0.08 0.04 -0.239
C -4.80506 -2.15790 -0.31145 0.05 0.01 0.06 -0.035
C -4.69048 -3.46989 0.01162 0.03 0.02 -0.02 -0.033
C -3.51171 -3.92792 0.64441 -0.03 -0.01 -0.01 -0.173
C -3.29630 -5.27814 0.99562 -0.03 -0.01 0.00 -0.053
C -2.13946 -5.65377 1.61903 0.01 -0.02 0.03 -0.091
C -1.15976 -4.68736 1.92722 0.01 0.02 -0.01 -0.099
C -1.34424 -3.37551 1.59183 0.01 -0.02 0.00 -0.046
C -2.51649 -2.96462 0.91752 0.05 0.08 0.01 -0.216
N -2.63223 -1.65007 0.56207 -0.09 -0.01 -0.12 0.141
H -4.37962 3.92840 -1.19694 0.00 0.00 0.00 0.087
H -6.36458 2.48757 -0.80750 0.01 0.00 0.00 0.087
H -6.04798 0.12571 -0.24206 -0.02 -0.01 0.01 0.088
H -2.14024 3.01237 -1.01113 0.00 -0.03 -0.02 0.053
H -5.68124 -1.79602 -0.82792 -0.04 0.00 0.00 0.099
H -5.47645 -4.17800 -0.23113 0.00 0.00 0.01 0.115
H -4.06626 -6.00635 0.76259 0.01 0.00 0.00 0.106
H -1.97383 -6.69076 1.88511 0.00 0.01 -0.01 0.096
H -0.24315 -4.98791 2.41775 -0.01 0.00 0.00 0.096
H -0.60005 -2.62779 1.83381 -0.01 -0.01 0.02 0.083
C 4.74904 -1.09014 1.20446 0.00 0.02 0.01 -0.077
C 5.56786 -0.10574 0.67436 -0.03 0.02 0.00 -0.080
C 5.00031 1.07826 0.24145 -0.02 -0.01 -0.01 -0.046
C 3.61538 1.27102 0.33014 0.03 0.03 -0.05 -0.257
N 2.83202 0.29366 0.81437 -0.06 0.18 0.00 0.038
C 3.38912 -0.83051 1.25178 0.00 -0.06 0.02 -0.181
C 2.96675 2.53310 -0.14103 -0.01 -0.12 0.11 -0.257
C 3.75432 3.68792 -0.21838 -0.04 0.03 -0.06 -0.074
C 3.20933 4.87789 -0.67381 0.03 0.03 0.00 -0.123
C 1.87127 4.90632 -1.04204 -0.02 -0.01 -0.02 -0.126
C 1.10394 3.75061 -0.93205 0.02 0.02 -0.05 -0.183
C 1.59522 2.51314 -0.48014 0.08 0.23 0.02 -0.261
H 5.13752 -2.03382 1.56229 0.00 0.01 -0.01 0.098
H 6.63831 -0.25641 0.59474 0.00 -0.01 0.00 0.100
H 5.62132 1.84693 -0.19546 0.02 0.00 0.01 0.097
H 2.70779 -1.57516 1.64432 0.00 0.01 0.03 0.057
H 4.79033 3.68559 0.10321 0.00 -0.01 0.01 0.089
H 3.81700 5.77407 -0.72369 0.00 0.00 0.01 0.086
H 1.42489 5.83140 -1.39494 0.01 0.00 0.00 0.087
H 0.05517 3.83495 -1.22072 0.00 -0.02 0.02 0.058
C 1.43428 -0.16034 6.91776 -0.05 0.00 0.07 -0.206
Si -0.26602 0.31487 6.26614 0.02 -0.03 -0.18 0.357
C -1.50922 -0.96389 6.86347 0.02 0.02 0.07 -0.205
C -0.73185 1.98088 7.00325 0.00 -0.02 0.02 -0.205
C -0.25165 0.39040 4.46019 -0.01 0.00 0.12 -0.353
C -0.25365 0.46364 3.23090 0.01 -0.04 0.47 -0.377
H 1.44656 -0.17093 8.01195 0.03 -0.01 -0.01 0.018
H 2.18933 0.54799 6.57086 -0.01 0.01 0.00 0.023
H 1.72078 -1.15215 6.56160 -0.01 0.01 -0.01 0.021
H -1.55243 -0.99116 7.95655 -0.02 -0.02 -0.01 0.018
H -1.24151 -1.96003 6.50478 0.01 0.01 -0.01 0.022
H -2.50684 -0.73350 6.48412 0.01 0.01 0.00 0.024
H -0.73839 1.94245 8.09648 0.00 0.02 -0.01 0.018
H -1.72369 2.28574 6.66283 0.01 -0.01 0.00 0.023
H -0.02374 2.75033 6.68866 0.00 -0.01 0.00 0.023
S 1.80844 -3.76019 0.06895 0.08 0.00 0.05 0.038
Sb 1.10606 -3.40023 -2.02742 0.06 0.03 0.35 1.214
C 2.23554 -4.68162 -3.26678 -0.05 -0.03 -0.18 -0.346
C 1.72579 -5.25969 -4.42381 -0.02 0.08 -0.08 -0.123
C 2.52600 -6.08639 -5.20135 -0.01 0.01 0.00 -0.091
C 3.83973 -6.32827 -4.82718 0.01 -0.01 0.00 -0.093
C 4.35052 -5.75208 -3.67182 0.01 -0.02 -0.02 -0.085
C 3.54881 -4.93571 -2.88714 0.03 -0.08 0.03 -0.135
C 1.53833 -1.43878 -2.64200 0.03 0.14 -0.05 -0.353
C 0.64992 -0.57125 -3.27389 -0.12 -0.08 -0.07 -0.124
C 1.04073 0.72575 -3.57342 0.01 0.02 -0.03 -0.074
C 2.32630 1.15196 -3.27958 0.02 -0.03 -0.03 -0.073
C 3.22687 0.27848 -2.68775 -0.06 -0.02 -0.05 -0.075
C 2.82842 -1.00399 -2.34390 0.07 0.06 0.02 -0.132
C -0.89891 -3.86313 -2.44201 -0.08 -0.13 -0.05 -0.336
C -1.90011 -2.90611 -2.57967 0.00 0.13 0.01 -0.107
C -3.18904 -3.29878 -2.90570 -0.04 -0.05 -0.01 -0.080
C -3.49515 -4.64440 -3.05083 0.01 0.02 -0.02 -0.082
C -2.51210 -5.60385 -2.86024 0.00 0.01 -0.01 -0.083
C -1.21406 -5.21359 -2.56499 -0.01 -0.07 -0.01 -0.136
H 0.70272 -5.06781 -4.72722 0.00 0.00 0.01 0.096
H 2.12129 -6.53783 -6.09868 0.01 0.00 0.01 0.101
H 4.46525 -6.97071 -5.43453 0.00 0.01 0.01 0.099
H 5.37366 -5.94568 -3.37473 -0.01 0.00 0.00 0.102
H 3.93641 -4.52287 -1.96194 -0.04 0.03 0.00 0.075
H -0.35190 -0.88652 -3.53636 0.06 0.01 0.01 0.083
H 0.32729 1.40927 -4.01526 0.00 0.00 0.01 0.112
H 2.61599 2.17523 -3.47991 0.01 -0.01 0.01 0.114
H 4.22560 0.61014 -2.44378 0.03 0.02 0.01 0.105
H 3.51986 -1.64855 -1.81032 -0.02 -0.03 0.00 0.090
H -1.70974 -1.85225 -2.41035 0.01 -0.05 0.01 0.087
H -3.95765 -2.54676 -3.01841 -0.01 0.01 0.00 0.110
H -4.50610 -4.94646 -3.29590 0.00 0.01 0.01 0.105
H -2.75115 -6.65665 -2.94411 0.00 0.01 0.00 0.103
H -0.45267 -5.97324 -2.42331 0.02 0.03 0.00 0.103